P | This record from the Open Molecules 2025 dataset describes the molecule C3H8N2O. The level of theory is the ωB97M-V functional and the def2-TZVPD basis.

Bonds (Å) are listed after each position.
Element x y z (Å)
1 O -1.8791 -0.1739 -0.5499  C2 1.221
2 C -0.9852 0.5342 -0.1123  O1 1.221, N3 1.379, C6 1.496
3 N 0.2399 -0.0227 0.1872  C2 1.379, C4 1.461, H7 1.004
4 C 0.5102 -1.4559 0.1089  N3 1.461, N5 1.462, H8 1.088, H9 1.082
5 N 1.7532 -1.7161 -0.6150  C4 1.462, H10 1.000, H11 1.009
6 C -1.1422 1.9676 0.2862  C2 1.496, H12 1.094, H13 1.093, H14 1.079
7 H 0.8755 0.5855 0.6718  N3 1.004
8 H 0.6052 -1.9009 1.0970  C4 1.088
9 H -0.3305 -1.8828 -0.4213  C4 1.082
10 H 1.5879 -1.8116 -1.5965  N5 1.000
11 H 2.5150 -1.1247 -0.3202  N5 1.009
12 H -2.1914 2.2450 0.1484  C6 1.094
13 H -0.9715 2.0326 1.3633  C6 1.093
14 H -0.5870 2.7238 -0.2476  C6 1.079

The calculation puts the HOMO-LUMO gap at 10.163 eV. As for the HOMO energy: -9.299 eV.

Q | This record from the Open Molecules 2025 dataset describes a cluster of 2 separate species, C3H8N2O in total. The level of theory is the ωB97M-V functional and the def2-TZVPD basis.

Bonds (Å) are listed after each position.
Element x y z (Å)
1 C -1.9142 -0.0716 0.3883  N6 1.438, H9 1.099, H10 1.096, H11 1.094
2 C 1.7530 0.7907 0.4548  C4 1.504, H12 1.088, H13 1.089, H14 1.092
3 N 0.3140 0.1174 -1.4214  C4 1.356, H8 1.021
4 C 0.4424 0.2842 -0.0820  C2 1.504, N3 1.356, N6 1.329
5 O 1.0446 -1.4812 -0.6209  H7 0.971
6 N -0.6433 0.5550 0.6341  C1 1.438, C4 1.329
7 H 0.2518 -2.0338 -0.5256  O5 0.971
8 H -0.6186 -0.2197 -1.6643  N3 1.021
9 H -1.8898 -0.9633 -0.2533  C1 1.099
10 H -2.3246 -0.3813 1.3565  C1 1.096
11 H -2.6218 0.6494 -0.0322  C1 1.094
12 H 2.5723 0.4860 -0.1939  C2 1.088
13 H 1.9155 0.3874 1.4532  C2 1.089
14 H 1.7188 1.8806 0.5067  C2 1.092

The calculation puts the HOMO-LUMO gap (spin up / spin down) at 8.362 / 7.457 eV. As for the HOMO energy (spin up / spin down): -9.283 / -8.835 eV.

R | This record from the Open Molecules 2025 dataset describes the molecule C3H8N2O. The level of theory is the ωB97M-V functional and the def2-TZVPD basis.

Bonds (Å) are listed after each position.
Element x y z (Å)
1 C 2.1963 -0.5783 0.9078  N2 1.449, H7 1.098, H8 1.095, H9 1.090
2 N 1.0432 0.2673 0.6716  C1 1.449, C3 1.382, H10 1.009
3 C 0.0375 -0.1818 -0.1624  N2 1.382, O4 1.222, N5 1.380
4 O 0.1564 -1.1616 -0.8832  C3 1.222
5 N -1.1146 0.5750 -0.1067  C3 1.380, C6 1.448, H11 1.009
6 C -2.1768 0.3364 -1.0610  N5 1.448, H12 1.094, H13 1.097, H14 1.090
7 H 2.0756 -1.2127 1.7963  C1 1.098
8 H 3.0970 0.0329 1.0220  C1 1.095
9 H 2.3106 -1.2227 0.0359  C1 1.090
10 H 0.7636 0.8653 1.4347  N2 1.009
11 H -1.0399 1.5076 0.2699  N5 1.009
12 H -3.1530 0.4186 -0.5734  C6 1.094
13 H -2.1461 1.0314 -1.9096  C6 1.097
14 H -2.0497 -0.6773 -1.4420  C6 1.090

The calculation puts the HOMO-LUMO gap at 10.287 eV. As for the HOMO energy: -9.395 eV.

S | This record from the Open Molecules 2025 dataset describes a cluster of 2 separate species, C3H8N2O in total. The level of theory is the ωB97M-V functional and the def2-TZVPD basis.

Bonds (Å) are listed after each position.
Element x y z (Å)
1 C -1.2086 1.3124 2.1289  C2 1.342, H4 1.077, H5 1.078
2 C -0.9853 1.6724 0.8559  C1 1.342, O3 1.352, H6 1.090
3 O 0.1825 1.4510 0.2110  C2 1.352, H7 0.987
4 H -0.3723 0.8898 2.6596  C1 1.077
5 H -2.1693 1.6236 2.5073  C1 1.078
6 H -1.7546 2.1810 0.2749  C2 1.090
7 H 0.0152 0.9183 -0.6026  O3 0.987
8 N 0.8992 -2.3249 -0.3507  C9 1.360, H11 1.011, H12 1.013
9 C 1.0459 -1.2883 -1.2182  N8 1.360, N10 1.290, H13 1.089
10 N 0.0884 -0.5634 -1.6881  C9 1.290, H14 1.024
11 H -0.0228 -2.4447 0.0468  N8 1.011
12 H 1.6267 -2.5446 0.3192  N8 1.013
13 H 2.0822 -1.0484 -1.4498  C9 1.089
14 H -0.7583 -1.1346 -1.6128  N10 1.024

The calculation puts the HOMO-LUMO gap at 9.670 eV. As for the HOMO energy: -8.851 eV.

Least stable = Q